1.
Density functional theory data (ωB97M-V with the def2-TZVPD basis set) for a 2-piece molecular cluster, C3H11N2O2 overall at a distorted geometry.

Values from the calculation:
E_tot: -10363.039 eV
Strongest force on any atom: 0.076 Eh/bohr
Kohn-Sham gap: 6.9 eV
Molar mass: 107.13 g/mol
E_LUMO: 0.1471 Ha
Total charge: -1

Positions of all 18 atoms, in Å:
O: -2.0408 0.7271 1.1569
O: 0.0780 -0.2268 -2.9459
N: 2.0079 -0.6576 1.7142
N: -0.5055 -0.4246 -0.4217
C: 0.4155 0.6008 0.2567
C: 1.9218 0.1918 0.5619
C: -2.0612 -0.0684 0.1422
H: 1.6099 -0.1819 2.4472
H: 2.3165 -0.1817 -0.3275
H: 0.9273 -0.4850 -3.1458
H: 0.4010 1.5376 -0.3679
H: -0.0298 0.9954 1.2354
H: 2.4376 1.2061 0.5688
H: -2.5568 0.3971 -0.7624
H: -0.1111 -0.2188 -2.0118
H: -0.2199 -1.4294 -0.1017
H: 1.3706 -1.5081 1.6049
H: -2.6170 -0.9028 0.3604

***

2.
Density functional theory data (ωB97M-V with the def2-TZVPD basis set) for a 2-piece molecular cluster, C7H14N2O3 overall.

Values from the calculation:
E_tot: -16604.640 eV
SMILES string: C/C(=N/O)NO.C=C1CCCO1
Strongest force on any atom: 0.017 Eh/bohr
Kohn-Sham gap: 9.0 eV
Molar mass: 174.20 g/mol
E_LUMO: 0.0292 Ha

Positions of all 26 atoms, in Å:
O: 0.3791 1.3634 -1.8399
O: 1.6190 -3.0175 0.5022
O: -0.4759 -1.1463 3.0640
N: 0.6109 -1.8040 2.4602
N: 1.7486 -1.6156 0.4178
C: -0.1735 2.4311 0.1788
C: 1.1790 -1.0643 1.4203
C: -0.4670 1.5738 -0.7948
C: 1.1949 0.4246 1.5381
C: -1.5109 -0.0515 -2.2438
C: -1.7144 0.7270 -0.9344
C: -0.1397 0.4136 -2.7665
H: 0.7646 2.9835 0.1848
H: -1.8198 0.0645 -0.0661
H: -0.2013 -1.0696 3.9886
H: -1.5189 -1.1344 -2.0754
H: 1.9842 -3.3159 -0.3417
H: 0.3046 -2.7193 2.1241
H: -2.3007 0.1693 -2.9690
H: -0.8594 2.5713 1.0127
H: 0.5799 -0.4143 -2.8474
H: 0.1866 0.8171 1.5317
H: 1.7685 0.8251 0.6974
H: 1.6687 0.7284 2.4735
H: -2.6016 1.3660 -0.9641
H: -0.2056 0.8938 -3.7513

***

3.
Density functional theory data (ωB97M-V with the def2-TZVPD basis set) for C45H43BF2N7Sr as an isolated structure at a distorted geometry.

Values from the calculation:
E_tot: -64742.125 eV
Strongest force on any atom: 0.065 Eh/bohr
Kohn-Sham gap: 3.5 eV
Molar mass: 818.32 g/mol
E_LUMO: 0.0808 Ha
Total charge: -1

Positions of all 99 atoms, in Å:
Sr: 0.0019 0.4429 -0.0256
F: -4.8001 -0.3100 -3.6785
F: -5.3520 2.9977 -0.3060
N: -1.3439 2.5282 0.8362
N: 1.9946 1.6189 -1.1224
N: 2.8563 -0.2729 2.0482
N: 3.1366 -0.9794 -0.4514
N: 2.6374 1.4895 0.1120
N: 1.4556 -0.2997 2.2456
N: 1.8012 -1.1949 -0.9324
C: 0.7375 3.3176 -2.2521
C: -4.5205 2.1780 -1.0334
C: -2.5323 -0.8907 5.2233
C: -2.1328 -3.5724 0.5311
C: -3.1521 2.0077 -0.6734
C: -0.8798 4.8574 -3.1976
C: -2.4678 0.9023 -1.2154
C: 1.9286 -2.2202 -1.7819
C: 3.2549 -2.6985 -1.8577
C: -1.1433 4.6052 2.0388
C: -1.1328 -0.8823 3.3104
C: 2.0483 3.6317 -0.0489
C: 3.1960 2.9443 2.1429
C: 2.5499 -1.1425 4.0823
C: 2.6616 2.6916 0.7729
C: -0.1409 -1.2468 5.4812
C: -4.3009 0.4090 -2.6682
C: -2.2547 5.1034 1.3712
C: 0.8776 -3.9932 -3.1926
C: 0.8903 -2.6411 -2.7125
C: -0.4160 2.8337 -4.3585
C: -2.4461 2.9751 0.1686
C: 0.4837 2.4863 -3.3822
C: -1.2077 -4.8101 0.1490
C: 0.0157 -1.0292 4.0899
C: 3.9675 -1.8929 -0.9353
C: -5.0541 1.4383 -2.0937
C: 4.9600 -0.7036 3.2112
C: -0.0376 -1.7962 -3.2748
C: 5.4492 -1.9280 -0.6553
C: -2.4051 -0.6653 3.8839
C: -1.4421 -1.2768 6.0106
C: 0.0341 4.5315 -2.2132
C: -3.5221 -3.8465 -0.1857
C: -0.7181 3.3073 1.7255
C: 1.5637 2.9055 -1.1540
C: 3.4899 -0.6720 3.1523
C: -1.1375 4.0167 -4.2656
C: -1.2130 -3.6662 -4.3563
C: 1.3179 -0.9204 3.4395
C: -3.0240 0.1197 -2.1977
C: -0.2144 -4.5731 -3.8821
C: -2.9866 4.2762 0.4719
C: -1.6642 -2.3484 -0.0921
C: -1.0423 -2.3016 -4.1506
B: 3.3515 0.1902 0.5782
H: -0.0615 -0.7347 -2.9754
H: -1.4068 5.8153 -3.1765
H: 2.6871 2.3354 2.9113
H: 5.8830 -2.5762 -1.3789
H: -0.5567 5.1598 2.7379
H: -3.4158 -3.8820 -1.2859
H: 0.1275 2.9209 2.2309
H: 3.6421 -3.5349 -2.3788
H: -1.7141 -1.5852 -4.6064
H: -0.6362 -2.2566 -0.4878
H: 0.8062 -1.4411 6.0501
H: 5.3142 -1.3324 2.3708
H: -2.2581 -3.4504 1.6066
H: 5.3088 -1.1517 4.1578
H: 1.6594 -4.6456 -2.7529
H: 5.8485 -0.9157 -0.7530
H: -0.2395 -5.6387 -4.1168
H: -3.9790 4.6074 0.1047
H: 2.0635 4.7034 0.1323
H: -6.0380 1.6729 -2.5089
H: 4.5207 0.4168 0.7819
H: -3.9118 -4.7944 0.0621
H: -1.8396 4.3156 -5.0568
H: -4.2685 -3.1466 0.1117
H: -0.2080 -4.8436 0.5934
H: -3.2253 -0.3447 3.2541
H: -1.0018 -0.8035 2.2242
H: -2.1969 -1.4193 -0.0010
H: -0.5479 2.0804 -5.1554
H: 2.9829 4.0258 2.2279
H: -2.0686 -4.1020 -4.9048
H: -2.5035 6.1430 1.6117
H: -1.7141 -5.7400 0.4537
H: 2.7505 -1.5128 5.0688
H: 4.2755 2.7976 2.2228
H: 5.7321 -2.3300 0.3740
H: 1.0960 1.6251 -3.4643
H: -2.4087 -0.6963 -2.5563
H: -1.0378 -4.9482 -0.9053
H: 0.2360 5.2572 -1.3815
H: -1.5532 -1.4601 7.0952
H: -3.5277 -0.9075 5.7164
H: 5.4084 0.2863 3.0166

***

4.
Density functional theory data (ωB97M-V with the def2-TZVPD basis set) for the molecule C5H10N2.

Values from the calculation:
E_tot: -8322.566 eV
Strongest force on any atom: 0.008 Eh/bohr
Kohn-Sham gap: 9.8 eV
Molar mass: 98.15 g/mol
E_LUMO: 0.0391 Ha

Positions of all 17 atoms, in Å:
N: -1.2870 0.8729 0.7004
N: -0.5690 -1.4506 -0.8769
C: 1.4445 -0.7160 1.1240
C: 1.0538 -1.2362 -0.2485
C: -1.7462 1.3949 -0.5838
C: 0.1248 -0.2852 -1.0796
C: -0.3354 0.9892 -0.3917
H: 0.4492 -2.1937 -0.1092
H: 0.5717 -0.0811 -2.0687
H: 0.4271 1.7573 -0.2626
H: -1.5491 -0.1144 0.7501
H: 2.0329 -1.4623 1.6651
H: -2.3665 0.7504 -1.2061
H: 1.8723 -1.5454 -0.9009
H: 0.5725 -0.4524 1.7258
H: -2.0212 2.4470 -0.5907
H: 2.0539 0.1838 1.0070

***

5.
Density functional theory data (ωB97M-V with the def2-TZVPD basis set) for C18H27CrN3S4Sb as an isolated structure.

Values from the calculation:
E_tot: -101867.298 eV
Strongest force on any atom: 0.010 Eh/bohr
Kohn-Sham gap (alpha / beta): 6.7 / 6.7 eV
Molar mass: 587.46 g/mol
E_LUMO (alpha / beta): -0.1803 / -0.1799 Ha
Total charge: +1

Positions of all 54 atoms, in Å:
Sb: 3.2215 3.6899 -1.1277
Cr: 1.5851 1.4608 -0.6841
S: 3.8614 1.5264 -0.4249
S: 1.4869 2.1846 -2.5982
S: 1.5700 3.6939 0.4556
S: 4.4646 5.0225 -2.3360
N: 1.5636 -0.1630 -0.7517
N: -0.2454 1.5042 0.0676
N: -2.6330 1.7823 0.5296
C: 3.7359 -1.2048 1.9893
C: 0.9581 -1.8068 -3.0620
C: -4.4975 1.7254 2.5045
C: -3.1417 3.1180 0.9371
C: 1.0921 -3.6842 -1.4446
C: 1.3036 -4.2242 -0.1838
C: 2.2031 -1.2977 2.0005
C: -4.3232 0.4255 1.6984
C: 1.6219 -3.4144 0.8943
C: 1.5562 0.0494 2.3139
C: -3.6061 0.6834 0.3726
C: -4.5100 2.9423 1.5848
C: 2.2193 -1.1647 -3.6476
C: -1.3785 1.6149 0.2817
C: 1.1859 -2.3247 -1.6602
C: -0.2910 -0.9275 -3.1737
C: 1.7388 -2.0413 0.7643
C: 1.5046 -1.4862 -0.5373
H: -3.6754 1.8336 3.2167
H: 3.0467 -1.8753 -3.6467
H: 2.0346 -0.8644 -4.6794
H: 4.0906 -0.6365 1.1309
H: 2.5316 -0.2837 -3.0911
H: -0.1978 -0.0007 -2.6112
H: -1.1706 -1.4634 -2.8121
H: -3.0700 -0.1946 0.0178
H: 0.7572 -2.6977 -3.6615
H: -0.4635 -0.6680 -4.2186
H: 0.8528 -4.3351 -2.2750
H: -4.3067 0.9786 -0.4095
H: 2.0079 0.8743 1.7602
H: 4.1889 -2.1953 1.9483
H: 1.7208 0.2780 3.3677
H: 1.9365 -1.9619 2.8261
H: 1.7946 -3.8628 1.8642
H: -5.2938 -0.0177 1.4713
H: 4.0839 -0.7043 2.8934
H: 1.2244 -5.2944 -0.0408
H: -5.2827 2.8341 0.8204
H: -3.1810 3.7711 0.0643
H: -4.7425 3.8531 2.1356
H: -5.4125 1.6807 3.0926
H: -2.4325 3.5348 1.6530
H: -3.7693 -0.3076 2.2852
H: 0.4815 0.0411 2.1359

***

6.
Density functional theory data (ωB97M-V with the def2-TZVPD basis set) for a 2-piece molecular cluster, CH4NOS2 overall at a distorted geometry.

Values from the calculation:
E_tot: -26300.628 eV
Strongest force on any atom: 0.072 Eh/bohr
Kohn-Sham gap: 8.4 eV
Molar mass: 110.18 g/mol
E_LUMO: -0.1993 Ha
Total charge: +1

Positions of all 9 atoms, in Å:
S: -1.8491 0.3475 0.9014
S: -1.6054 -1.2824 -0.4671
O: -0.1950 0.9541 -1.3014
N: 0.9619 -0.1592 0.6963
C: -0.6864 0.2039 -0.3932
H: 1.1668 -1.0961 0.8604
H: -0.1828 0.5345 -2.2917
H: 1.6708 0.4848 0.2841
H: 0.7192 0.0131 1.7112

***

7.
Density functional theory data (ωB97M-V with the def2-TZVPD basis set) for C3H3NO2 as an isolated structure at a distorted geometry.

Values from the calculation:
E_tot: -8743.524 eV
Strongest force on any atom: 0.081 Eh/bohr
Kohn-Sham gap: 9.9 eV
Molar mass: 85.06 g/mol
E_LUMO: 0.0220 Ha

Positions of all 9 atoms, in Å:
O: -0.2821 0.9222 -0.1220
O: -2.1721 -0.1749 -0.0510
N: -0.1444 -1.2860 -0.0118
C: 1.1232 0.6195 -0.0246
C: 1.1206 -0.7204 -0.0261
C: -0.8370 -0.2450 -0.0755
H: 2.0260 -1.2776 -0.1953
H: 1.7411 1.4811 0.2240
H: -2.5754 0.6811 0.2824

***

8.
Density functional theory data (ωB97M-V with the def2-TZVPD basis set) for C30H30N7OPtS2Si as an isolated structure at a distorted geometry.

Values from the calculation:
E_tot: -76872.986 eV
Strongest force on any atom: 0.043 Eh/bohr
Kohn-Sham gap: 5.6 eV
Molar mass: 791.92 g/mol
E_LUMO: 0.0630 Ha
Total charge: -1

Positions of all 72 atoms, in Å:
Pt: -0.2045 1.2325 0.4518
S: -0.1720 -1.5749 4.4626
S: 0.5737 1.0370 2.6957
Si: -0.3167 4.2504 1.4948
O: -0.5253 0.2801 -2.2656
N: 1.0430 2.7989 -1.9304
N: 3.1718 -5.4347 1.0876
N: -1.6173 -9.6887 -1.0503
N: -1.8395 -3.1152 0.5455
N: 0.3053 3.1634 0.2658
N: -1.1170 -1.0595 0.8205
N: 4.2546 -2.1171 -1.1032
C: -2.9257 -5.1189 -0.2911
C: -2.1344 1.8393 -1.8291
C: -0.6260 -5.2077 0.4355
C: 0.6133 -0.5716 -2.0375
C: -2.8756 -6.4630 -0.6077
C: 2.3342 -3.0673 1.7128
C: -1.0704 5.7946 0.7172
C: -0.9507 1.0764 -1.3218
C: 1.4787 -2.9223 2.7922
C: 1.6078 2.3174 -4.2330
C: -1.8003 -4.4891 0.2271
C: 2.8005 -4.3823 1.3703
C: 2.7126 -1.9451 0.9586
C: 3.5738 -2.0560 -0.1749
C: 2.2534 5.2785 -1.9994
C: 1.0116 4.7671 2.7096
C: -1.6507 -8.5756 -0.7656
C: -0.5717 -6.5472 0.1032
C: 1.3019 -0.5390 2.3692
C: 1.6401 3.2391 -3.0413
C: 2.1961 -0.6942 1.3223
C: 0.9823 3.5881 -0.8419
C: -1.7223 3.4391 2.4360
C: -0.7746 -2.2758 0.5129
C: 2.2618 4.4732 -3.1329
C: 1.6226 4.8525 -0.8580
C: -1.6977 -7.1814 -0.4190
C: 0.9224 -1.6761 3.1669
C: -2.4755 -1.0794 1.0401
C: -2.9438 -2.3415 0.8678
H: -1.8027 5.5170 -0.0460
H: 1.0796 1.4024 -3.9800
H: 2.7462 4.7831 -4.0492
H: -2.5336 2.4934 -1.0591
H: 0.3408 -7.1045 0.2653
H: 1.1980 -3.7995 3.3606
H: 2.7494 6.2425 -2.0066
H: 2.6162 2.0669 -4.5667
H: -1.8160 2.4376 -2.6857
H: -2.2119 2.6775 1.8263
H: -2.4671 4.1942 2.7041
H: -1.5939 6.3543 1.4969
H: -1.3855 2.9487 3.3496
H: 0.2384 -4.7293 0.8777
H: 2.4720 0.1720 0.7328
H: -3.0065 -0.1943 1.3439
H: 1.3599 3.8945 3.2651
H: 0.2280 -2.6083 0.2955
H: -3.8313 -4.5546 -0.4648
H: 0.9140 -0.5487 -0.9941
H: -3.7470 -6.9579 -1.0141
H: -0.3497 6.4655 0.2513
H: 1.0931 2.7912 -5.0716
H: 0.3205 -1.5778 -2.3300
H: -3.9191 -2.7693 1.0099
H: 1.8763 5.2075 2.2089
H: -2.9049 1.1427 -2.1682
H: 1.6349 5.4683 0.0281
H: 1.4293 -0.2201 -2.6635
H: 0.6227 5.5016 3.4204

***

9.
Density functional theory data (ωB97M-V with the def2-TZVPD basis set) for the molecule C6H13N at a distorted geometry.

Values from the calculation:
E_tot: -7920.022 eV
SMILES string: CC/C=C/NCC
Strongest force on any atom: 0.113 Eh/bohr
Kohn-Sham gap: 8.6 eV
Molar mass: 99.18 g/mol
E_LUMO: 0.0415 Ha

Positions of all 20 atoms, in Å:
N: -0.7803 -0.6461 0.9519
C: 1.3244 0.1266 0.0517
C: 3.1004 1.0537 -1.6689
C: -3.1325 -0.0821 1.5266
C: 0.3973 -0.7731 0.1440
C: 1.5830 0.7648 -1.3883
C: -2.1975 -0.7851 0.5327
H: -2.8558 0.9899 1.4386
H: 1.6717 0.7051 0.8887
H: 0.1119 -1.4173 -0.7071
H: 3.3216 1.1319 -2.7510
H: 3.4709 1.9328 -1.1835
H: -4.2907 -0.2037 1.4001
H: 3.6321 0.2214 -1.4456
H: -2.8276 -0.3217 2.5249
H: -2.4445 -1.8091 0.6349
H: 0.8619 1.6122 -1.6352
H: -0.6786 0.1365 1.5425
H: 1.3520 -0.0294 -2.1067
H: -2.3134 -0.2544 -0.4509

***

ΔE to the lowest compared entry with this formula, charge and spin, respectively: 1.774, 5.341, 0.000, 4.768, 0.113, 1.942, 1.607, 0.146, 2.811 eV.